No. 1
Density functional theory data (ωB97M-V/def2-TZVPD) for a 6-piece molecular cluster, C23H39O11P overall at a distorted geometry.

Values from the calculation:
Kohn-Sham gap	9.334	eV
E_LUMO	0.454	eV
E_HOMO	-8.8799	eV
structure (SMILES)	O=C1CCCO1.O=C1CCCO1.O=C1CCCO1.O=C1CCCO1.O=C1CCCO1.OCCCP
molecular weight	522.5	g/mol
F_max	1.7	eV Å⁻¹

```
! wB97M-V def2-TZVPD RIJCOSX def2/J DEFGRID3
* xyz 0 1
O 0.88490 -0.63230 2.13823
C 0.64423 -0.59630 0.72221
C 0.21966 0.79938 0.29182
C 1.36563 1.50015 -0.49398
P 1.42278 0.88121 -2.25153
H 0.91941 -1.57902 2.36585
H -0.14391 -1.31459 0.49836
H 1.54818 -0.87218 0.19100
H -0.10961 1.38136 1.14533
H -0.61600 0.69909 -0.38673
H 1.22128 2.57077 -0.48204
H 2.29389 1.21512 -0.01968
H 0.04749 0.68483 -2.49548
H 1.78801 -0.46098 -2.03150
O 5.93722 2.20413 -0.22429
C 5.65058 1.61128 0.77372
O 4.71931 0.62519 0.78978
C 4.49730 0.18174 2.14666
C 5.75801 0.56897 2.90961
C 6.18839 1.83278 2.16874
H 3.60790 0.68971 2.52438
H 4.31657 -0.89029 2.14553
H 5.58329 0.71697 3.97263
H 6.51541 -0.20794 2.79568
H 5.70896 2.71894 2.58475
H 7.26542 1.97177 2.14852
O -3.40122 0.22720 -1.11034
C -3.70227 -0.34004 -0.09910
O -4.64709 -1.30353 -0.07850
C -4.84144 -1.79054 1.27026
C -3.55676 -1.43318 2.00174
C -3.13139 -0.14721 1.28884
H -5.71186 -1.29154 1.70254
H -5.02241 -2.85838 1.22539
H -3.69116 -1.33195 3.07567
H -2.81110 -2.21049 1.83177
H -3.57437 0.74580 1.73225
H -2.05370 -0.04174 1.23792
O -3.88987 -4.69388 1.62476
C -3.19521 -4.94780 0.68209
O -1.84912 -5.02162 0.77202
C -1.27427 -5.21690 -0.53816
C -2.39351 -5.81229 -1.38317
C -3.62932 -5.17374 -0.75166
H -0.94433 -4.24606 -0.91418
H -0.41107 -5.87000 -0.44289
H -2.28010 -5.60961 -2.44549
H -2.42553 -6.89362 -1.24556
H -3.86144 -4.20271 -1.19507
H -4.51086 -5.80647 -0.78621
O -3.76611 -3.74423 -4.67402
C -4.15205 -2.61694 -4.78413
O -4.86290 -2.19388 -5.85596
C -5.10836 -0.77735 -5.75976
C -4.98314 -0.44858 -4.27686
C -3.94079 -1.46622 -3.82246
H -4.36170 -0.25876 -6.36498
H -6.09525 -0.56989 -6.16543
H -4.70804 0.58547 -4.08485
H -5.93098 -0.64316 -3.77383
H -2.92300 -1.09321 -3.94409
H -4.08523 -1.79113 -2.79718
O 4.86481 4.50324 4.07684
C 4.64799 5.31323 3.22282
O 3.99283 6.46943 3.46521
C 3.78625 7.19176 2.23573
C 4.85224 6.66882 1.28001
C 5.01228 5.22570 1.75489
H 2.77409 6.98323 1.88329
H 3.87527 8.25524 2.44033
H 4.57541 6.76727 0.23309
H 5.78486 7.21228 1.43447
H 4.30566 4.55326 1.26472
H 6.02100 4.84496 1.62963
*
```

---

No. 2
Density functional theory data (ωB97M-V/def2-TZVPD) for C23H40CdCl3N4O3Si as an isolated structure at a distorted geometry.

Values from the calculation:
Kohn-Sham gap	8.431	eV
E_LUMO	2.578	eV
E_HOMO	-5.8532	eV
molecular weight	667.5	g/mol
F_max	1.8	eV Å⁻¹

```
! wB97M-V def2-TZVPD RIJCOSX def2/J DEFGRID3
* xyz -1 1
C 2.55835 -2.57034 -6.82415
C 1.91487 -1.74229 -7.86124
H 2.08066 -3.55706 -6.78250
H 2.41182 -2.05558 -5.85536
H 3.64513 -2.71357 -6.97301
C 1.72711 -2.23832 -9.09779
C 2.20564 -3.60164 -9.47555
H 1.21679 -1.67056 -9.88016
H 1.73219 -4.37868 -8.85721
H 3.29886 -3.73390 -9.40060
H 1.91306 -3.78005 -10.51194
Cd 1.92482 0.30917 -2.16392
Cl 3.29420 2.19909 -1.48721
Cl 2.70262 -0.76969 -4.21814
C -0.07564 3.29365 -2.15410
O -0.40331 2.11201 -1.97543
N -0.89235 4.26092 -2.63268
C -2.30130 3.96916 -2.87175
C -0.34970 5.44988 -3.28039
H 0.95144 3.63876 -1.94251
H -2.73113 3.45272 -2.00865
H -2.44994 3.37072 -3.78226
H -2.81055 4.92561 -3.01904
H 0.57589 5.77295 -2.78446
H -1.09669 6.24981 -3.22412
H -0.14423 5.27064 -4.34888
H -0.15464 -5.16923 -1.82048
H -0.80353 -3.33571 -3.66333
C -1.24936 -5.31300 -1.71543
C -1.82116 -3.74382 -3.49480
N -1.97137 -4.10367 -2.09364
H -1.48574 -5.56795 -0.67567
C -2.33657 -3.18240 -1.15502
O -2.93237 -2.12830 -1.38238
H -2.56419 -2.98866 -3.78177
H -2.03757 -3.47296 -0.11087
H -1.57955 -6.12898 -2.38008
H -1.95444 -4.67205 -4.07729
O 0.42708 -0.50594 -6.42852
C 1.45392 -0.36913 -7.42526
C -0.11070 0.22856 -9.30131
C 1.01240 0.56808 -8.54649
H -0.58051 -0.74645 -9.13784
C -0.57968 1.14017 -10.25598
H 2.32215 0.07029 -6.91660
C 1.74903 1.74096 -8.79319
H -1.44284 0.85322 -10.86274
C 0.09722 2.36116 -10.44930
C 1.27968 2.63196 -9.75511
H 2.68868 1.86691 -8.23967
H -0.27050 3.05280 -11.20754
H 1.86593 3.52705 -9.98273
Si -0.89068 0.43253 -5.85416
Cl 0.26179 -1.64390 -1.91594
C -2.33227 -0.05116 -6.96511
C -0.49191 2.26715 -5.90236
C -1.29484 0.09748 -4.05687
H -2.24716 0.40846 -7.95848
H -3.28594 0.27741 -6.52507
H -2.38813 -1.14048 -7.11681
H -1.76663 -0.87759 -3.82840
H -1.94543 0.87234 -3.60409
H -0.35476 0.07976 -3.48949
H -0.22231 2.60547 -6.91590
H 0.36324 2.48777 -5.24093
H -1.33534 2.90440 -5.58100
N -1.08877 0.18148 0.78543
C -1.88216 0.74901 1.73704
C -1.20896 1.89443 2.17093
C 0.01695 1.89902 1.43353
N 0.11068 0.81640 0.64000
H -1.34632 -0.56873 0.14318
H -2.82757 0.29885 2.02305
H -1.53656 2.62767 2.88648
H 0.79251 2.65749 1.44262
*
```

---

No. 3
Density functional theory data (ωB97M-V/def2-TZVPD) for a 3-piece molecular cluster, C23H40IN2O11PS2 overall at a distorted geometry.

Values from the calculation:
Kohn-Sham gap	8.877	eV
E_LUMO	-0.352	eV
E_HOMO	-9.2294	eV
structure (SMILES)	C[C@@H](COC(=O)CS[C@](C#N)(CCCC(=O)O)[C@@H](C#N)P(O)I)OC(=O)CS.COCCOC.COCCOC
molecular weight	742.6	g/mol
F_max	2.1	eV Å⁻¹

```
! wB97M-V def2-TZVPD RIJCOSX def2/J DEFGRID3
* xyz 0 1
C 2.24700 0.96541 -1.25812
C 1.23703 0.20351 -0.38915
C 1.95304 -0.55224 0.72805
O 2.81766 0.38366 1.38939
C 3.87960 -0.14326 2.05177
O 4.72394 -0.77329 1.49428
C 3.96874 0.16588 3.53437
S 2.58308 -0.43559 4.51940
C 1.60750 1.02194 5.14251
C 1.60185 0.87005 6.62935
N 1.59897 0.72666 7.75704
C 0.16388 0.88293 4.58890
C -0.57543 -0.40275 5.03705
C -0.65969 -1.48931 3.94962
C -1.58329 -2.61516 4.38741
O -1.28426 -3.41217 5.22884
O -2.79924 -2.68318 3.78658
C 2.25061 2.40928 4.83777
C 2.09895 2.80727 3.43171
N 1.97580 3.20454 2.36626
P 1.66164 3.78354 6.04428
O 0.09580 3.98218 5.61035
I 2.67460 5.68802 4.92920
O 0.34277 1.18522 0.22974
C -0.96062 1.11117 -0.17162
O -1.70437 0.23628 0.17172
C -1.35506 2.27663 -1.06269
S -3.12258 2.46503 -1.35419
H 1.93698 0.90591 -2.30955
H 2.27510 2.00899 -0.94127
H 3.24916 0.52968 -1.18961
H 0.64036 -0.50249 -0.97638
H 1.25491 -0.99611 1.44492
H 2.54955 -1.34440 0.25417
H 4.14598 1.23881 3.64606
H 4.86188 -0.34837 3.90554
H -0.42979 1.75216 4.87506
H 0.24518 0.91570 3.49329
H -0.16895 -0.82698 5.96059
H -1.60917 -0.10749 5.26997
H 0.31518 -1.93688 3.73966
H -1.03026 -1.03639 3.02155
H -2.89722 -1.96357 3.14776
H 3.32041 2.35485 5.09388
H -0.47944 3.64926 6.32003
H -0.93897 3.17733 -0.59306
H -0.88107 2.16464 -2.04477
H -3.63598 2.27597 -0.13269
C -7.29232 1.51371 -2.36949
O -6.19709 1.40007 -3.25676
C -5.66430 0.08511 -3.32777
C -6.08979 -0.60961 -4.60052
O -7.48143 -0.88897 -4.60656
C -8.23118 -0.00717 -5.41970
H -7.69990 2.51728 -2.48150
H -8.07396 0.78419 -2.59805
H -6.96903 1.38022 -1.33070
H -5.96596 -0.50416 -2.45665
H -4.57351 0.17457 -3.31504
H -5.56266 -1.56613 -4.67677
H -5.81539 0.00071 -5.46640
H -7.99599 -0.15756 -6.47904
H -8.04730 1.03780 -5.15582
H -9.28403 -0.23400 -5.26060
C 5.13387 -4.00564 -5.00001
O 5.58452 -2.66475 -4.95613
C 4.55358 -1.71256 -5.15822
C 4.13299 -1.06537 -3.85908
O 3.46928 -1.98133 -2.99920
C 4.28563 -2.44453 -1.93510
H 5.97262 -4.63944 -4.71788
H 4.30852 -4.17573 -4.30344
H 4.81351 -4.27670 -6.01167
H 3.68803 -2.17616 -5.64154
H 4.94488 -0.94027 -5.82805
H 3.42775 -0.25639 -4.07759
H 5.00391 -0.63159 -3.35827
H 4.51261 -1.63810 -1.22886
H 5.22219 -2.86870 -2.30519
H 3.72822 -3.22168 -1.41337
*
```

---

No. 4
Density functional theory data (ωB97M-V/def2-TZVPD) for C23H40NO3P2Zr as an isolated structure at a distorted geometry.

Values from the calculation:
Kohn-Sham gap	5.482	eV
E_LUMO	-10.330	eV
E_HOMO	-15.8113	eV
molecular weight	531.7	g/mol
F_max	3.6	eV Å⁻¹

```
! wB97M-V def2-TZVPD RIJCOSX def2/J DEFGRID3
* xyz 3 1
Zr -0.16320 -0.34433 -0.41463
P 1.03848 -0.26855 3.04327
C 1.94897 -1.57208 2.08233
C 2.43408 -1.80677 0.65800
N 1.75399 -1.42880 -0.45757
C 2.26373 -1.68268 -1.70137
C 3.37874 -2.48389 -1.84405
C 4.03856 -2.94862 -0.71420
C 3.57202 -2.58011 0.53218
C 1.55844 -1.15366 -2.93859
P 0.47858 0.35914 -2.77143
H 4.04388 -2.92611 1.45091
H 3.73922 -2.71408 -2.84780
H 4.91646 -3.58342 -0.79140
H 2.31368 -0.87585 -3.68846
H 0.96278 -1.95969 -3.40232
H 2.86660 -1.52109 2.63716
H 1.46156 -2.52008 2.38066
H 5.13858 2.49544 0.06468
O 4.25734 2.75282 0.32290
H 4.38243 3.49195 0.94684
H 1.26811 1.12057 2.72337
O 0.35780 1.17978 0.71819
H 0.64651 2.10080 0.56783
C 1.72694 1.65088 -2.97307
H 2.33256 1.43560 -3.86285
H 1.21440 2.61192 -3.10686
H 2.38227 1.71529 -2.09258
C -0.50541 0.36927 -4.28458
H -1.21158 1.20786 -4.23624
H 0.12518 0.50023 -5.17491
H -1.08021 -0.56169 -4.38491
C -0.66675 -0.86022 3.26076
H -0.76863 -1.22304 4.30041
H -1.39193 -0.05165 3.06571
H -0.92682 -1.70047 2.59561
C 1.77180 -0.39318 4.68645
H 1.04522 -0.06975 5.44561
H 2.12294 -1.41132 4.91098
H 2.62653 0.29527 4.72575
C -3.86248 -4.39173 1.25325
C -3.15748 -3.25440 0.51039
C -2.78223 -3.73302 -0.88896
C -3.95937 -1.96958 0.49819
C -5.27254 -1.89820 0.95922
C -5.97477 -0.69484 0.94215
C -5.38911 0.46930 0.45073
C -4.07575 0.44102 -0.02738
C -3.40362 1.70645 -0.51377
C -4.26961 2.45580 -1.52372
C -3.04010 2.62039 0.65251
C -3.35691 -0.76957 0.05460
O -2.04886 -0.76076 -0.22052
H -4.77240 -4.71651 0.73426
H -4.13224 -4.10620 2.27388
H -3.20061 -5.26159 1.31862
H -2.22346 -3.04548 1.06093
H -3.68260 -3.97339 -1.46915
H -2.22775 -2.96962 -1.44170
H -2.16683 -4.63847 -0.83671
H -5.73691 -2.80425 1.35632
H -6.98676 -0.66538 1.34126
H -5.93898 1.41574 0.44526
H -2.47301 1.45546 -1.04544
H -5.21841 2.78382 -1.08586
H -3.73619 3.34194 -1.88495
H -4.50228 1.82610 -2.38877
H -2.32230 2.14214 1.32968
H -2.59285 3.54735 0.27324
H -3.93193 2.88337 1.24130
*
```